No. 1
145
Properties=species:S:1:pos:R:3 method="wB97M-V/def2-TZVPD" e_above_lowest_kj_mol=1096.89 gap_ev=5.6650 charge=+1
O 0.52172 6.15171 -4.04367
H -1.50160 5.42904 -3.83735
C 2.93348 -2.81991 7.57009
H 6.92313 -4.60373 0.96758
C 6.23787 -2.98906 -0.24783
H 3.28599 -1.41957 5.95750
H 0.26713 5.99560 -6.90464
H -2.51525 6.85299 0.21008
O 0.99064 -0.79468 1.68828
C 1.78650 -6.93232 -2.96340
C -8.17522 -0.75791 1.59899
C 5.24432 -2.41508 0.66383
C -4.24332 -4.35813 -1.96094
C -4.83354 1.30495 6.10259
Li -0.39358 -0.35051 -2.56069
Li -1.81456 2.31316 -0.13047
O 4.24990 -3.44901 0.68965
C -4.21025 2.62457 5.81260
H 1.04257 7.27613 1.78141
H 1.50092 0.20614 -6.61568
H -9.14637 -0.91218 1.12869
H 3.37270 -2.03900 8.19087
H 2.69731 -7.08654 -2.38483
H 4.36375 -0.36916 -7.03061
C -0.48342 5.16309 -4.12138
C 3.17173 0.57168 -3.99925
H 6.53618 -5.07224 -0.68746
H 1.68706 -3.05315 9.29193
C -6.08528 0.42121 1.15939
H 4.93319 -0.52209 -4.60107
C 0.74610 5.30650 -6.20906
C 5.19249 3.39442 0.05150
H -3.78235 0.15669 4.66044
O -3.04529 1.32666 -2.91361
H -5.92639 0.68524 0.11386
C 4.81882 -4.75823 0.69554
C -5.48213 -6.11028 -0.80607
H 3.39245 0.11155 -3.03610
H -6.98046 -2.59638 1.73332
H -2.72409 2.52841 7.39597
H -1.41351 8.43265 1.47512
H -7.17786 -2.00682 0.10263
H -5.01363 1.24141 7.17573
O -3.97022 -4.45134 -0.53995
H -5.64456 -7.18579 -0.87676
C -2.12350 6.35687 1.09805
H 0.39161 -1.31512 8.25800
O -0.49233 -1.38098 -0.13443
H -0.17912 4.37286 -3.43507
C -5.06360 -5.65300 -2.17200
C 2.53215 -2.16473 6.21161
H -3.51869 -6.47142 0.02035
C 6.34623 4.47842 -1.64194
H -3.30625 -4.41598 -2.51471
H 5.61080 -2.21250 1.67019
H 4.87619 -1.47613 0.25036
C 0.60406 -2.15278 7.59370
H 1.30943 4.54719 -6.75148
H -7.78157 1.15200 2.40283
H 0.85969 -3.91334 -3.47687
H 5.84607 6.54726 -0.98776
Li -0.55705 -0.71343 3.79722
H -4.68266 -5.65078 1.08366
H 4.51907 5.20538 1.02174
H 4.23934 -5.43096 0.06329
H 2.26914 5.16851 -4.66339
C 1.50315 5.85800 -5.01832
H 7.23486 -2.55563 -0.16882
O -5.81467 -0.97354 1.34645
H -3.60773 -0.52357 6.35852
H -4.23704 2.78851 4.73533
H -0.08946 3.49586 -5.40007
C 0.75040 -6.48910 -1.94259
H -0.24804 -2.77332 7.31629
H -8.03442 1.21735 0.69536
H 2.67055 -2.89423 5.41363
H -4.48401 -6.43028 -2.67002
H 4.52896 5.57416 -1.46110
H 3.62777 -3.66010 7.55906
O -4.43587 1.08890 -4.68068
O 0.28139 0.89426 -0.33501
H -2.86301 5.99551 1.81264
H -5.50589 1.09025 1.79562
H -8.33055 -0.88712 2.67010
H 2.85646 1.59333 -3.78724
H 6.29509 4.89437 1.00272
C -7.55870 0.62359 1.47590
H 3.68517 1.19380 -6.74923
H 2.85794 -5.68027 -4.44887
H 4.84610 -5.06266 1.74181
C -1.17930 7.39717 1.72218
C 5.49434 5.51599 -0.95834
C 2.27436 -0.30760 -6.04475
C -4.34336 -5.75943 0.05353
P -0.02730 -0.19943 0.70430
H -1.30878 7.34157 2.80302
C -0.36833 4.54330 -5.51499
O 1.14823 -5.14037 -1.81964
H 6.08617 4.39577 -2.69723
H 1.12870 -5.84203 -4.72320
O -1.27246 0.28733 1.42368
H 0.24234 4.97451 2.05046
H -4.85437 -3.49990 -2.24048
O -1.29998 5.21951 0.75938
C 1.89300 -5.76809 -3.94958
O -2.82753 -0.27465 -4.36739
C -3.42295 0.71987 -3.96091
H 4.17668 3.14760 -0.25725
O 2.04324 -0.12050 -4.62564
H 0.44635 7.24254 0.15993
C -7.04531 -1.68683 1.13614
H 7.37777 4.79728 -1.49241
C -3.65550 0.36110 5.72355
H 5.44437 2.84439 0.95821
H 1.48200 -7.87147 -3.42533
H 2.47218 -3.96309 -2.78175
H -0.27657 -6.58820 -2.29418
H 5.95639 -2.85634 -1.29246
H 2.20407 -1.37648 -6.24638
H -1.30381 4.56963 -6.07381
C 6.22474 -4.44298 0.14629
C 1.63222 -3.16755 8.20933
O 6.08714 3.21035 -1.07659
H 0.73333 4.89606 0.43987
H -4.19943 0.44078 -5.34825
C 3.72895 0.18485 -6.33909
H -2.17034 3.17743 5.78253
C 4.32128 0.31604 -4.93454
Li -2.73624 -2.03396 1.11573
H -5.95425 -5.51864 -2.78584
C -2.78388 2.44750 6.31062
H 0.82397 -7.05534 -1.01412
C 5.37147 4.88250 0.42404
H 4.96462 1.19200 -4.85140
C 1.60635 -4.57422 -3.03661
H -5.74261 1.12815 5.52776
H 1.39085 -4.22024 8.06210
O 1.17306 -1.67127 6.40121
C 0.03664 5.43330 1.08336
H -4.66717 3.49025 6.29210
H 1.97088 6.80367 -5.29222
O -2.45971 1.14033 5.85322
Li 1.19473 -3.22736 0.87446
C 0.18619 6.96726 1.18200
H -6.37858 -5.59818 -0.45643

=====

No. 2
147
Properties=species:S:1:pos:R:3 method="wB97M-V/def2-TZVPD" gap_ev=6.8437 charge=+1
H 1.23605 3.75700 3.76082
O -1.75709 0.56413 0.17246
H 3.81394 2.95239 1.73500
H -2.04578 -6.12558 -6.39404
S -0.87992 2.98242 -0.29316
O -3.36414 -2.20310 1.56139
C -1.76251 -2.94478 -3.15123
H -0.83327 -1.05626 -5.59054
H 0.53543 -2.13766 2.08224
H 5.06132 4.15675 1.89731
C -0.44041 -1.88850 1.68138
H 10.95865 5.79543 -0.87899
C -0.37612 -2.06368 0.18468
H -13.07660 -3.81709 -1.18241
H -0.71224 -5.01855 -6.67590
H 10.32657 1.90943 -0.09938
C 1.80401 2.95560 4.23126
H 6.37449 -1.24607 1.53206
H 0.90230 -3.73959 0.14887
H 9.45439 3.76649 0.85343
H 9.10118 1.06232 -1.05617
C 3.26556 3.34488 4.11745
H 6.13821 -2.33213 2.91680
H 0.93101 -2.58896 -1.34898
C 3.34652 4.80533 0.81872
H -3.45089 -2.15599 -4.30568
H 11.23027 5.49537 0.83999
H 0.58111 -2.48070 -4.18693
C -2.73298 -1.82961 -3.55361
C -11.64988 -2.55541 -0.18440
C -9.26464 -2.70701 -0.75794
H 5.85363 2.87644 -0.06394
H 8.85822 5.36134 0.41523
H 2.25104 1.11340 -0.37376
C -12.00721 -3.80785 -0.97090
H -9.30761 0.26090 0.19642
I -3.01591 1.80576 2.51018
H -3.30554 -1.50608 -2.67869
C -0.93408 -0.52236 2.25063
N 0.26373 0.39577 2.28848
H 3.13317 5.27925 -1.70562
H -4.45716 0.64539 -0.01346
C 3.13098 4.21952 -1.45376
H -6.54563 0.52286 1.25981
H 3.62464 -1.63127 2.77558
H -8.81306 -0.74934 -1.63742
C 1.92794 0.44642 0.42370
H 7.11839 1.76155 -0.55281
C 9.47431 4.53063 0.05976
H -11.89970 -1.67110 -0.79129
H 11.59865 4.23883 -0.33044
H 1.25246 3.72696 -2.43653
H 4.75499 -0.29971 3.16476
H -1.10626 -1.64073 -0.48711
O 2.67442 3.97094 -0.13306
C 0.63282 1.02323 0.96277
O 3.46468 4.38027 3.20238
C 7.47103 3.84585 -1.11948
H -11.07089 0.14566 0.31067
C -2.01630 -4.47630 -5.01549
C -1.43694 -0.89650 3.66072
H 10.74990 1.17117 -1.63451
H -4.87130 -1.01653 -0.29739
H 0.39306 -1.75550 -6.62695
N 8.90252 4.05140 -1.18481
H 3.87020 2.46732 3.89707
C 4.45856 -1.03214 2.41876
H 7.01469 4.80122 -0.83532
H 0.65892 -1.48518 4.17814
H -1.10694 -2.64526 2.07539
H -2.17986 -1.67897 3.59691
H -11.76535 -4.70625 -0.40213
O 2.88425 0.52670 1.44978
C 6.93728 2.76498 -0.16897
C -0.05568 -2.99209 -4.91523
H -0.85690 -4.34839 3.80757
C 3.98414 4.00873 1.95117
C 4.06056 -0.24194 1.18617
H 2.40108 2.40712 -2.34140
H 5.34450 -2.65564 1.35142
N -10.27269 -2.54222 0.27257
H -10.67643 -1.68530 2.10774
H -0.65660 -6.13605 -5.30394
H -8.27988 -2.71879 -0.28124
H 0.33370 3.42276 -0.67220
C 9.66013 3.01932 -1.87232
C -9.24790 -1.70666 -1.92210
H 9.14809 2.77559 -2.80617
C -0.69907 -2.82416 5.14962
C 9.96624 1.72232 -1.11166
H 0.65174 -3.68260 3.91685
H -3.58609 -2.76524 0.81096
C 0.28295 1.43868 3.34359
H 4.15358 3.84291 -1.52825
C -0.32491 -1.42641 4.63717
H -0.15882 1.12591 4.28663
H 1.82339 -0.55538 0.01171
H -6.40784 -1.19782 1.27692
C -0.50897 1.16585 -0.08298
H -2.20720 -0.95297 -3.92970
H -0.22301 2.34608 3.03641
C -10.13512 -0.05106 0.83335
S -0.02062 0.57848 -1.76052
C -4.63812 -0.29656 0.49202
B -3.36770 -0.88212 1.20446
H -5.57647 -0.32111 2.49885
C -1.30906 -5.49447 -5.89706
C 10.89894 5.04114 -0.09410
H -0.31217 -0.79501 5.51471
C 0.56164 -2.85206 -0.36816
C 5.67230 -1.89159 2.04821
H 1.07360 -0.19685 2.51355
H 1.57272 2.85257 5.28961
H 3.59814 3.68792 5.09302
H -2.68596 -5.02206 -4.34541
H -11.48715 -3.85345 -1.92875
C -2.08330 0.08515 1.45102
H 7.09966 3.64360 -2.12850
C -5.84921 -0.28278 1.45042
H -2.31010 -3.66180 -2.52725
H -12.29622 -2.51780 0.69598
H -8.63465 -2.10376 -2.73433
H 2.63810 5.51138 1.24773
C -0.47172 -1.99646 -6.00578
H -9.37628 -3.70930 -1.17992
H -8.99769 -1.67391 1.66996
N -1.10333 -3.69767 -4.19760
C 2.31099 3.48321 -2.47445
H 0.59801 -3.73792 -5.37385
H 4.12973 5.33170 0.28558
H -0.70733 1.41875 -2.54308
O -1.40238 -2.97296 6.14458
H 2.67729 3.68691 -3.47351
H 10.61074 3.45516 -2.18808
H -2.65764 -3.84294 -5.64757
H -10.24305 -1.52816 -2.32979
H -1.23828 -2.40125 -6.66677
H 3.93695 -0.90711 0.33285
O 1.62825 1.70820 3.56854
N -0.17341 -3.94611 4.43595
C -10.00154 -1.51691 1.26293
H 4.87602 0.44833 0.97938
H -10.11761 0.59196 1.71621
H 7.37017 2.84190 0.82923
H -0.99767 -2.52369 -2.49593
H -1.85808 -0.04020 4.16746
H 0.92121 2.03757 1.19768

=====

No. 3
148
Properties=species:S:1:pos:R:3 method="wB97M-V/def2-TZVPD" gap_ev=8.3279
H 1.59417 3.15953 -2.53141
H -2.91940 5.28349 5.33212
H -1.56861 -3.53182 -4.43094
H -0.98876 0.32644 -2.33500
C -0.91652 3.57636 5.46076
C -3.15489 2.55083 5.94242
H -0.28770 -1.76548 -3.58306
C -1.34301 1.24036 3.68950
H 5.42546 -1.95358 -1.48725
H -4.72953 0.92222 -5.51903
C -0.15501 2.22854 5.69292
C -2.53914 -3.02368 -4.46517
C 2.56947 -2.77533 -4.84579
H -3.84972 4.47210 3.98845
H 1.28894 2.87534 2.36618
H 1.22984 4.81616 -1.97954
O -3.30860 2.35951 2.89731
H -1.59851 -2.82209 -2.08565
H 3.08407 -4.16678 -1.75578
H 1.81673 6.03729 1.52359
H 5.05301 -3.55032 2.82854
O -4.87252 -1.73057 -3.77159
C -2.22507 0.06945 4.27920
C 1.20903 3.75072 -1.73054
C -1.14037 -1.09316 -3.97483
H 5.31207 -3.08311 -2.88006
C -0.01772 1.48626 4.40194
N -0.18620 4.05080 0.73611
H 1.22444 -2.48026 2.88445
H 3.22134 -1.23985 3.43469
C 1.86988 3.74999 2.04435
C -4.05251 0.65228 -2.17752
H -2.24580 5.16405 3.77137
H -1.61741 6.09544 -0.11255
N -2.04062 2.57206 3.59166
C -2.44572 -2.19944 -2.21066
H 4.68590 -3.16329 4.53053
O 2.95555 -0.44521 -4.38456
C -2.36657 3.41792 -0.18585
C 1.81502 5.64878 0.49182
H -3.97744 1.88920 3.43055
O -1.51284 -3.01212 0.92252
H -0.75439 -5.25018 2.74011
C 1.31048 4.24789 0.70680
H 2.49729 -3.44394 -5.74299
H -5.00296 -2.13993 -4.60080
H 1.52831 -3.43884 0.25620
C -4.88742 0.94882 -4.45350
C 4.63533 -2.84041 3.50231
H -4.12424 2.29632 5.55049
H -4.41138 1.64041 -2.10896
C 5.60114 -2.95158 -1.84363
H -2.40597 2.05406 -3.38902
H -0.48039 6.03008 -1.35214
H 5.30007 -1.95025 -4.73841
C 4.92655 -3.86734 -0.95980
H 0.58860 2.04532 3.75066
H -0.45511 -5.49838 1.04829
H 1.85394 4.54922 2.80646
H -1.78547 -6.30640 1.68327
H -0.24650 0.88111 -3.87120
C -2.33861 1.10998 -3.88347
H 1.17876 6.24236 -0.17459
C 0.83315 -1.64228 -0.25068
H 2.92853 3.44408 2.00439
H -1.67567 -0.87917 4.01868
H 2.94877 3.52229 -0.51494
H 5.15369 -3.50544 0.04570
C -2.83345 4.62114 4.44627
H 1.28900 -1.37879 0.65651
H 5.39498 -2.00259 3.50593
H -1.15982 4.24413 6.29990
H 1.26266 0.07819 -1.61545
H 3.28678 -0.66450 -3.56890
H -2.23457 0.12098 5.39959
H 2.93380 -1.97748 -0.97468
C -1.08160 0.32583 -3.41716
H -3.24638 0.49566 -1.42134
C -1.23175 -5.36283 1.72245
H -0.97945 -0.98195 -5.09628
H 3.18912 -3.31455 -4.10229
H 6.49739 -5.37216 -1.22368
C -2.19982 -4.15627 1.44091
H 2.83263 5.63411 0.08702
H 4.95429 -2.43433 -6.36181
H -3.34910 -2.83409 -1.96913
H -0.16336 2.19632 -1.22612
H 2.03502 -4.01036 2.81571
H -0.56554 1.66506 6.55791
C -1.02171 4.05730 -0.50267
C -2.49671 -1.78622 -3.68684
H -0.53625 -0.09879 2.28388
H -0.21054 -1.35198 -0.31664
H -2.38491 -3.51368 3.43886
H 1.08154 -1.45924 -2.33019
H -5.75153 0.34806 -4.23742
H 0.42519 0.50103 4.62136
O 2.90418 -1.12062 -1.44848
C -2.27625 3.26228 4.87079
O 0.89710 -3.09726 -0.39965
C 2.05590 -2.97966 3.28205
H 1.64035 2.39835 -0.27293
H 6.73700 -3.29224 -1.78943
H -2.15248 5.57701 -1.74204
H 1.50880 -2.63145 -4.41727
H -2.27346 2.54505 0.44934
H -2.78836 -2.77055 -5.49988
C -3.00598 -3.77096 2.60611
H 5.14530 -0.68346 -5.97746
C 3.21983 -1.54487 -5.31153
H -2.06897 0.61020 1.73640
H -0.85839 3.21211 -2.40355
H -0.31898 4.14025 4.80730
C 3.33103 -2.21540 2.95841
O -0.82239 4.77512 1.81483
H 2.67431 -1.20188 -6.17486
C 5.35442 -5.37734 -1.16579
H 5.13579 -5.91624 -0.26005
C 4.75155 -1.64657 -5.66721
C -1.05842 0.82498 2.28289
O 3.48205 -1.99999 1.56771
H 1.97107 -3.08927 4.36815
O 3.50637 -3.81990 -0.96513
H -0.47942 1.55428 1.75293
H 0.86900 2.37625 6.06458
H -0.62617 -3.28028 0.61442
H -3.27711 3.12959 6.90584
H 4.99059 -5.81420 -2.06597
H -2.33936 -1.48038 -1.45848
H -3.32502 -3.69925 -4.07883
H -2.22766 1.37993 -4.90892
N -3.62946 -0.98713 -4.05542
H -1.21336 4.05164 2.34277
H -3.74398 -4.47476 2.96699
H -2.78493 2.99809 -1.12374
C -0.20623 3.24520 -1.53597
C 1.46511 -0.97715 -1.47139
C -1.35375 5.50006 -0.99578
C 1.88624 3.41080 -0.43222
H -2.78042 -4.48460 0.59361
H -3.23092 -0.05589 3.84106
H -2.73860 1.58026 6.07605
H -3.02227 4.07374 0.43389
H 3.68972 -1.08786 1.34869
C -3.73794 0.39273 -3.64028
H -5.01647 1.96581 -4.14349
H -3.66414 -2.88429 2.28963
H -4.94197 0.13486 -1.81781